No. 1
Computed, not measured: a molecular structure, C12H19CoN8O4S in a non-equilibrium geometry, with ωB97M-V/def2-TZVPD.

Atoms and positions in Å:
Co (-0.06, -0.02, -0.23)
N (1.24, 2.83, -1.19)
C (-0.08, 2.80, -1.02)
N (-0.75, 3.93, -1.20)
C (-2.08, 3.98, -1.04)
N (-2.72, 5.12, -1.23)
N (-2.74, 2.89, -0.67)
C (-2.10, 1.75, -0.49)
N (-0.69, 1.64, -0.62)
C (-2.72, 0.56, -0.09)
C (-4.11, 0.37, 0.13)
C (-4.56, -0.85, 0.53)
C (-3.65, -1.91, 0.70)
C (-2.32, -1.69, 0.44)
N (-1.84, -0.49, 0.08)
H (1.65, 3.67, -1.58)
H (1.77, 1.97, -1.15)
H (-2.21, 5.93, -1.55)
H (-3.72, 5.14, -1.18)
H (-4.77, 1.19, -0.05)
H (-5.61, -1.02, 0.71)
H (-3.98, -2.89, 1.01)
H (-1.58, -2.48, 0.53)
O (2.46, -1.12, 1.22)
S (2.03, -1.25, -0.15)
O (2.74, -2.05, -1.06)
O (0.51, -1.62, -0.03)
O (1.71, 0.17, -0.67)
N (0.52, 1.47, 4.83)
C (-0.74, 0.80, 4.43)
C (-0.96, 0.97, 2.92)
N (0.18, 0.48, 2.15)
C (1.41, 1.17, 2.55)
C (1.68, 0.97, 4.04)
H (0.69, 1.32, 5.84)
H (0.43, 2.49, 4.69)
H (-1.58, 1.24, 4.98)
H (-0.67, -0.26, 4.69)
H (-1.12, 2.03, 2.68)
H (-1.86, 0.42, 2.63)
H (0.33, -0.52, 2.31)
H (1.33, 2.23, 2.29)
H (2.23, 0.71, 1.99)
H (2.58, 1.51, 4.34)
H (1.82, -0.09, 4.25)

Summary:
Spin multiplicity: 5
Expectation value of S²: 6.05
Total energy, eV: -81309.1979
Frontier orbital gap (spin up / spin down), eV: 6.1 / 5.1
ΔE to the lowest compared entry with this formula, charge and spin, eV: 2.552
Net charge: +2

No. 2
Computed, not measured: a single C5H14N2 molecule in a non-equilibrium geometry, with ωB97M-V/def2-TZVPD.

Atoms and positions in Å:
C (-0.44, -0.55, 2.92)
N (0.05, 0.06, 1.72)
C (0.41, -0.90, 0.75)
C (0.12, -0.44, -0.75)
C (1.48, 0.36, -1.17)
N (-1.11, 0.32, -0.93)
C (-1.23, 0.96, -2.31)
H (0.21, -0.13, 3.81)
H (-0.57, -1.67, 2.92)
H (-1.41, -0.03, 3.18)
H (0.98, 0.52, 1.93)
H (1.53, -1.17, 0.80)
H (-0.03, -1.98, 0.79)
H (-0.01, -1.28, -1.44)
H (1.66, 1.32, -0.51)
H (1.29, 0.74, -2.14)
H (2.30, -0.37, -1.23)
H (-1.21, 0.98, -0.19)
H (-2.11, 0.54, -2.71)
H (-1.39, 1.93, -2.31)
H (-0.53, 0.77, -3.11)

Summary:
Spin multiplicity: 1
Total energy, eV: -8389.7275
Frontier orbital gap, eV: 9.4
ΔE to the lowest compared entry with this formula, charge and spin, eV: 2.891

No. 3
Computed, not measured: a single C3H4Cl2FNS molecule in a non-equilibrium geometry, with ωB97M-V/def2-TZVPD.

Atoms and positions in Å:
C (2.11, -2.47, -2.07)
S (2.28, -0.89, -1.19)
N (0.69, -0.61, -0.59)
C (0.62, 0.34, 0.24)
C (-0.75, 0.69, 0.85)
F (-0.34, 1.15, 2.07)
Cl (-1.99, -0.59, 1.09)
Cl (-1.41, 2.02, -0.11)
H (2.27, -3.43, -1.32)
H (2.95, -2.53, -2.85)
H (1.03, -2.52, -2.52)
H (1.39, 1.10, 0.50)

Summary:
Spin multiplicity: 1
Total energy, eV: -43261.9845
Frontier orbital gap, eV: 9.5
ΔE to the lowest compared entry with this formula, charge and spin, eV: 0.322

No. 4
Computed, not measured: 3 unconnected molecules or ions with the total composition C4H13O4 in a non-equilibrium geometry, with ωB97M-V/def2-TZVPD.

Atoms and positions in Å:
C (1.17, -0.49, 1.22)
C (0.39, 0.71, 1.75)
C (-0.32, 1.70, 0.72)
O (-0.10, 1.33, -0.62)
C (0.34, -1.82, 0.89)
O (0.64, -2.40, -0.36)
H (1.42, -0.21, 0.17)
H (2.12, -0.69, 1.78)
H (1.07, 1.41, 2.29)
H (-0.28, 0.46, 2.59)
H (-1.39, 1.88, 1.00)
H (0.23, 2.64, 0.72)
H (-0.74, -1.84, 1.09)
H (0.93, -2.45, 1.57)
H (0.12, -1.77, -1.13)
H (-0.29, 0.38, -0.86)
H (0.01, -0.97, -2.72)
O (-0.64, -1.07, -2.02)
H (-1.63, 0.26, -2.62)
H (-1.39, 1.78, -2.40)
O (-1.66, 1.15, -3.07)

Summary:
Spin multiplicity: 1
Total energy, eV: -12548.7982
Frontier orbital gap, eV: 8.4
ΔE to the lowest compared entry with this formula, charge and spin, eV: 1.434
Net charge: -1

No. 5
Computed, not measured: a molecular structure, C16H31AlGeNO2S3Si3, with ωB97M-V/def2-TZVPD.

Atoms and positions in Å:
Al (0.78, -1.96, -0.17)
S (-1.39, -4.40, 2.66)
C (-0.50, -3.54, 1.61)
S (0.37, -2.07, 2.09)
S (-0.34, -3.89, -0.11)
O (2.69, -1.29, -3.49)
C (2.33, -1.49, -2.36)
O (1.11, -1.62, -1.93)
C (3.34, -1.61, -1.24)
C (4.70, -1.48, -1.42)
C (5.52, -1.60, -0.31)
C (4.96, -1.87, 0.93)
C (3.58, -1.99, 1.03)
N (2.80, -1.85, -0.04)
H (5.08, -1.28, -2.41)
H (6.60, -1.50, -0.41)
H (5.57, -1.98, 1.82)
H (3.08, -2.20, 1.97)
C (0.02, 1.30, -3.25)
Si (-1.38, 0.56, -2.26)
C (-2.78, 1.82, -2.28)
C (-1.96, -1.06, -2.99)
Ge (-0.83, 0.25, 0.09)
Si (-2.77, -0.11, 1.47)
C (-2.40, -0.27, 3.30)
C (-3.87, 1.41, 1.30)
C (-3.69, -1.62, 0.85)
Si (0.71, 1.85, 0.94)
C (1.22, 1.48, 2.71)
C (2.27, 1.90, -0.11)
C (-0.12, 3.54, 0.88)
H (-0.37, 1.52, -4.25)
H (0.87, 0.63, -3.38)
H (0.37, 2.25, -2.83)
H (-3.02, 2.04, -3.33)
H (-2.49, 2.75, -1.80)
H (-3.68, 1.45, -1.80)
H (-2.19, -0.93, -4.05)
H (-2.85, -1.42, -2.49)
H (-1.18, -1.82, -2.91)
H (-1.85, 0.59, 3.68)
H (-1.85, -1.18, 3.55)
H (-3.36, -0.30, 3.83)
H (-3.36, 2.32, 1.62)
H (-4.75, 1.29, 1.94)
H (-4.23, 1.56, 0.29)
H (-3.05, -2.50, 0.84)
H (-4.06, -1.46, -0.17)
H (-4.55, -1.83, 1.49)
H (1.74, 0.52, 2.79)
H (0.36, 1.43, 3.38)
H (1.89, 2.26, 3.07)
H (2.77, 0.93, -0.13)
H (2.98, 2.62, 0.29)
H (2.06, 2.17, -1.14)
H (-1.03, 3.56, 1.50)
H (-0.41, 3.81, -0.14)
H (0.56, 4.31, 1.26)

Summary:
Spin multiplicity: 2
Expectation value of S²: 0.76
Total energy, eV: -141938.7852
Frontier orbital gap (spin up / spin down), eV: 6.6 / 6.0
ΔE to the lowest compared entry with this formula, charge and spin, eV: 0.035

No. 6
Computed, not measured: 2 unconnected molecules or ions with the total composition C7H15NO4 in a non-equilibrium geometry, with ωB97M-V/def2-TZVPD.

Atoms and positions in Å:
C (-2.40, 0.55, 0.38)
C (-1.39, -0.33, 0.90)
C (-0.25, -0.46, -0.13)
C (0.93, -1.11, 0.58)
C (1.80, -0.07, 1.23)
C (1.74, 0.72, -1.25)
C (0.24, 0.85, -0.93)
H (-4.65, -0.15, -0.18)
H (-1.89, 1.30, -0.39)
H (-3.14, 1.32, 1.11)
H (-1.06, 0.19, 1.78)
H (-1.65, -1.43, 1.28)
H (-1.78, -1.20, -1.27)
H (0.61, -1.63, 1.57)
H (1.04, -2.60, -0.74)
H (2.62, -0.49, 1.81)
H (1.03, 0.60, 1.87)
H (3.34, 0.37, -0.18)
H (2.27, 1.66, -1.80)
H (1.83, -0.25, -1.82)
H (-0.23, 0.90, -1.94)
H (0.91, 2.01, 0.38)
N (2.39, 0.77, 0.05)
O (-3.24, -0.34, -0.44)
O (-0.75, -1.23, -1.29)
O (1.69, -1.95, -0.41)
O (-0.01, 1.99, -0.15)

Summary:
Spin multiplicity: 1
Total energy, eV: -17176.0046
Frontier orbital gap, eV: 8.3
ΔE to the lowest compared entry with this formula, charge and spin, eV: 5.775

No. 7
Computed, not measured: a molecular structure, C62H73FGeN3O3SeTl, with ωB97M-V/def2-TZVPD.

Atoms and positions in Å:
Tl (0.32, -0.09, 0.71)
O (-1.50, 1.00, 0.72)
C (-2.12, 1.57, -0.38)
C (-1.13, 1.72, -1.58)
C (0.06, 2.54, -1.20)
C (0.21, 3.84, -1.65)
C (1.36, 4.54, -1.30)
C (2.28, 3.94, -0.46)
C (2.03, 2.66, 0.03)
C (2.99, 2.00, 0.98)
C (2.44, 1.60, 2.38)
O (1.47, 0.61, 2.29)
C (3.68, 1.04, 3.12)
C (4.64, 1.90, 3.64)
C (5.75, 1.39, 4.29)
C (5.92, 0.02, 4.43)
C (4.96, -0.84, 3.91)
C (3.84, -0.33, 3.27)
C (1.88, 2.74, 3.23)
C (1.40, 2.38, 4.49)
C (0.89, 3.33, 5.36)
C (0.85, 4.67, 4.99)
C (1.32, 5.04, 3.74)
C (1.83, 4.08, 2.86)
N (0.96, 1.98, -0.39)
C (-2.58, 2.99, -0.01)
C (-3.62, 3.63, -0.67)
C (-3.96, 4.94, -0.36)
C (-3.27, 5.62, 0.64)
C (-2.25, 4.98, 1.32)
C (-1.90, 3.68, 0.99)
C (-3.34, 0.74, -0.80)
C (-3.63, 0.37, -2.10)
C (-4.78, -0.36, -2.40)
C (-5.64, -0.73, -1.38)
C (-5.35, -0.38, -0.07)
C (-4.21, 0.35, 0.22)
H (-0.80, 0.71, -1.85)
H (-1.64, 2.19, -2.42)
H (-0.54, 4.29, -2.28)
H (1.53, 5.54, -1.68)
H (3.19, 4.45, -0.19)
H (3.31, 1.05, 0.54)
H (3.86, 2.63, 1.11)
H (4.51, 2.97, 3.56)
H (6.49, 2.07, 4.71)
H (6.79, -0.38, 4.94)
H (5.07, -1.91, 4.02)
H (3.07, -0.98, 2.88)
H (1.44, 1.34, 4.78)
H (0.52, 3.02, 6.33)
H (0.47, 5.41, 5.67)
H (1.30, 6.08, 3.43)
H (2.19, 4.40, 1.90)
H (-4.18, 3.10, -1.44)
H (-4.77, 5.42, -0.89)
H (-3.53, 6.64, 0.87)
H (-1.73, 5.49, 2.13)
H (-1.09, 3.18, 1.52)
H (-2.97, 0.63, -2.92)
H (-5.00, -0.61, -3.43)
H (-6.54, -1.29, -1.61)
H (-6.02, -0.66, 0.73)
H (-3.97, 0.61, 1.24)
C (-2.76, -3.33, -1.09)
C (-2.02, -3.77, 0.17)
C (-2.16, -5.28, 0.40)
C (-2.52, -2.99, 1.37)
C (-3.83, -3.20, 1.80)
C (-4.32, -2.53, 2.91)
C (-3.51, -1.64, 3.59)
C (-2.21, -1.39, 3.18)
C (-1.37, -0.43, 3.99)
C (-2.08, 0.92, 4.13)
C (-1.04, -1.03, 5.36)
C (-1.70, -2.09, 2.07)
N (-0.34, -1.94, 1.68)
C (0.55, -2.91, 2.04)
C (0.25, -3.95, 2.93)
C (1.17, -4.94, 3.24)
C (2.44, -4.93, 2.68)
C (2.79, -3.89, 1.83)
C (1.86, -2.92, 1.53)
F (2.22, -1.92, 0.67)
H (-2.41, -3.89, -1.96)
H (-2.59, -2.27, -1.27)
H (-3.84, -3.48, -0.99)
H (-0.96, -3.56, 0.03)
H (-3.21, -5.58, 0.45)
H (-1.67, -5.58, 1.33)
H (-1.69, -5.83, -0.42)
H (-4.47, -3.89, 1.27)
H (-5.34, -2.71, 3.24)
H (-3.90, -1.14, 4.47)
H (-0.43, -0.25, 3.47)
H (-3.02, 0.84, 4.67)
H (-2.28, 1.32, 3.13)
H (-1.44, 1.64, 4.65)
H (-1.96, -1.23, 5.92)
H (-0.43, -0.33, 5.95)
H (-0.49, -1.96, 5.26)
H (-0.74, -3.97, 3.38)
H (0.89, -5.73, 3.92)
H (3.16, -5.71, 2.91)
H (3.77, -3.83, 1.38)
O (2.23, -0.18, -1.52)
C (3.09, 0.53, -2.00)
C (4.57, 0.34, -1.76)
C (5.27, 0.19, -3.13)
C (4.39, -0.49, -4.21)
C (3.49, 0.47, -5.01)
C (2.31, 1.03, -4.21)
N (2.80, 1.53, -2.92)
H (4.71, -0.55, -1.15)
H (4.98, 1.20, -1.21)
H (6.17, -0.41, -2.98)
H (5.61, 1.16, -3.50)
H (3.78, -1.27, -3.74)
H (5.05, -0.98, -4.93)
H (3.10, -0.04, -5.90)
H (4.10, 1.31, -5.37)
H (1.57, 0.26, -4.00)
H (1.82, 1.85, -4.76)
H (3.59, 2.15, -3.07)
C (-1.64, -2.07, -7.58)
Ge (-1.70, -1.56, -5.68)
C (-1.70, 0.40, -5.44)
C (-3.28, -2.35, -4.82)
C (-0.10, -2.35, -4.82)
Se (-0.02, -1.86, -2.92)
C (1.05, -3.38, -2.33)
H (-2.53, -1.72, -8.11)
H (-1.61, -3.16, -7.67)
H (-0.76, -1.65, -8.07)
H (-2.72, 0.76, -5.36)
H (-1.22, 0.90, -6.29)
H (-1.16, 0.67, -4.53)
H (-4.19, -1.93, -5.25)
H (-3.27, -2.16, -3.75)
H (-3.31, -3.43, -4.98)
H (0.83, -2.04, -5.30)
H (-0.16, -3.44, -4.87)
H (0.51, -4.29, -2.57)
H (1.17, -3.29, -1.25)
H (2.02, -3.36, -2.81)

Summary:
Spin multiplicity: 1
Total energy, eV: -205365.4654
Frontier orbital gap, eV: 6.8
ΔE to the lowest compared entry with this formula, charge and spin, eV: 0.547

No. 8
Computed, not measured: a molecular structure, C34H40N2O26PV in a non-equilibrium geometry, with ωB97M-V/def2-TZVPD.

Atoms and positions in Å:
O (0.02, 0.99, 0.50)
V (-0.86, -0.19, -0.06)
O (-1.24, -1.15, 1.19)
P (-1.74, -1.23, -4.65)
O (-0.86, -0.53, -5.74)
O (-2.82, -2.21, -5.17)
O (-2.45, -0.11, -3.79)
O (-0.80, -1.91, -3.60)
C (7.11, 7.97, 1.32)
O (7.00, 6.75, 1.92)
C (5.74, 6.58, 2.59)
C (5.34, 5.16, 2.99)
O (6.33, 4.46, 3.72)
C (5.93, 3.06, 3.97)
H (6.24, 8.24, 0.73)
H (8.01, 8.02, 0.71)
H (7.32, 8.70, 2.10)
H (4.93, 6.87, 1.92)
H (5.51, 7.25, 3.42)
H (5.24, 4.64, 2.03)
H (4.39, 5.02, 3.50)
H (5.09, 3.08, 4.66)
H (6.76, 2.66, 4.55)
H (5.83, 2.44, 3.08)
C (-5.03, 8.02, 0.50)
O (-6.18, 8.28, 0.76)
N (-4.09, 7.66, 1.40)
C (-2.73, 7.26, 1.04)
C (-4.37, 7.64, 2.80)
H (-4.55, 7.89, -0.49)
H (-1.95, 7.94, 1.36)
H (-2.69, 7.03, -0.03)
H (-2.59, 6.30, 1.53)
H (-3.71, 8.25, 3.43)
H (-5.39, 7.89, 3.09)
H (-4.33, 6.61, 3.15)
C (-5.88, -3.51, 6.60)
O (-6.74, -4.27, 6.10)
N (-4.60, -3.84, 6.69)
C (-3.66, -2.78, 6.97)
C (-4.00, -5.00, 6.02)
H (-6.10, -2.52, 7.02)
H (-3.71, -2.16, 6.08)
H (-2.64, -3.18, 6.99)
H (-3.98, -2.33, 7.90)
H (-3.48, -4.75, 5.09)
H (-3.32, -5.50, 6.71)
H (-4.68, -5.65, 5.47)
C (-1.83, -10.89, -2.46)
C (-1.78, -10.88, -3.81)
C (-1.36, -9.62, -4.60)
O (-1.23, -9.47, -5.82)
C (-1.09, -8.45, -3.69)
C (-1.21, -8.52, -2.35)
C (-1.69, -9.66, -1.60)
O (-1.92, -9.67, -0.38)
O (-0.86, -7.38, -1.69)
O (-2.08, -11.91, -4.61)
H (-2.20, -11.81, -2.03)
H (-0.96, -7.46, -4.11)
H (-0.65, -6.68, -2.31)
H (-2.22, -11.59, -5.50)
C (6.32, -6.22, -1.49)
C (5.53, -5.14, -1.33)
C (5.42, -4.33, -0.08)
O (4.58, -3.47, 0.19)
C (6.52, -4.74, 0.87)
C (7.41, -5.72, 0.63)
C (7.28, -6.70, -0.53)
O (7.94, -7.73, -0.53)
O (8.48, -5.92, 1.44)
O (4.68, -4.79, -2.42)
H (6.00, -6.82, -2.33)
H (6.74, -4.19, 1.78)
H (8.84, -6.78, 1.18)
H (3.91, -4.32, -2.09)
C (-9.87, 1.12, -0.60)
C (-8.54, 1.37, -0.68)
C (-7.70, 1.50, 0.59)
O (-6.41, 1.63, 0.59)
C (-8.46, 1.43, 1.84)
C (-9.76, 0.96, 1.88)
C (-10.56, 0.74, 0.58)
O (-11.71, 0.35, 0.55)
O (-10.53, 0.91, 3.03)
O (-7.99, 1.37, -1.96)
H (-10.40, 0.99, -1.53)
H (-7.98, 1.71, 2.77)
H (-11.48, 1.05, 2.91)
H (-7.09, 1.06, -1.86)
C (4.21, 4.19, -4.93)
C (4.90, 3.27, -5.71)
C (6.25, 3.59, -6.21)
O (7.00, 2.80, -6.76)
C (6.62, 5.06, -6.12)
C (5.90, 5.91, -5.41)
C (4.68, 5.56, -4.64)
O (4.07, 6.26, -3.81)
O (6.30, 7.18, -5.25)
O (4.40, 2.04, -5.99)
H (3.26, 3.87, -4.51)
H (7.52, 5.33, -6.64)
H (5.74, 7.66, -4.65)
H (3.45, 2.10, -5.85)

Summary:
Spin multiplicity: 1
Total energy, eV: -127086.9779
Frontier orbital gap, eV: 1.6
Net charge: -2

No. 9
Computed, not measured: 2 unconnected molecules or ions with the total composition C8H10O2 in a non-equilibrium geometry, with ωB97M-V/def2-TZVPD.

Atoms and positions in Å:
C (-3.21, -0.77, -0.04)
C (-2.02, -0.72, 0.17)
C (-0.59, -0.71, 0.50)
C (0.11, -2.01, 0.17)
C (1.22, -1.75, -0.55)
C (1.39, -0.30, -0.70)
C (0.28, 0.34, -0.19)
C (-0.17, 1.72, -0.56)
O (-0.99, 1.69, -1.71)
H (-4.27, -0.74, -0.22)
H (-0.50, -0.53, 1.59)
H (-0.25, -2.98, 0.50)
H (1.94, -2.49, -0.89)
H (2.05, 0.16, -1.44)
H (-0.72, 2.16, 0.30)
H (0.72, 2.34, -0.75)
H (-1.34, 2.57, -1.87)
O (1.96, 1.05, 1.83)
H (2.56, 0.44, 1.23)
H (1.85, 0.53, 2.64)

Summary:
Spin multiplicity: 1
Total energy, eV: -12549.3504
Frontier orbital gap, eV: 8.9
ΔE to the lowest compared entry with this formula, charge and spin, eV: 4.311